[1]
The following is a quantum chemistry calculation of a single C3H6N2O molecule, from the Open Molecules 2025 dataset.

```
12
Properties=species:S:1:pos:R:3:forces:R:3
N -1.4402 -1.3294 0.5855 -0.3728 -1.0604 1.1906
C -1.0052 -0.4341 -0.3068 -0.3013 0.5764 -0.8794
O -1.6600 0.0453 -1.1927 -2.7773 0.3082 -1.3520
N 0.2234 0.0145 -0.2576 0.8337 -0.3197 -1.7065
C 0.9068 1.1224 -0.7161 -0.3486 0.8760 -0.7981
C 1.5219 0.2175 0.2906 -2.0206 -1.2492 1.9932
H -0.8425 -1.7857 1.2306 0.6678 -0.1091 0.3526
H -2.3298 -1.7687 0.4908 -0.3695 0.1655 -0.4590
H 1.1986 1.0892 -1.7522 0.5412 -0.1375 -0.1859
H 0.5819 2.1088 -0.4306 -0.1843 0.2012 0.3309
H 2.1406 -0.5849 -0.1186 0.7308 0.4314 1.1500
H 0.9421 0.3394 1.2689 3.6009 0.3172 0.3636
```
Positions in Å, forces in eV/Å.

SMILES: NC(=O)N1CC1
Lowest unoccupied orbital energy (eV): 0.82
Electronic energy (hartree): -302.57036
Orbital gap (eV): 9.72
Relative energy (zero: lowest compared OMol25 entry of this formula, charge and spin) (kcal/mol): 77.0
Charge: 0



[2]
The following is a quantum chemistry calculation of C58H69BrClIOSi as an isolated structure, from the Open Molecules 2025 dataset.

```
132
Properties=species:S:1:pos:R:3:forces:R:3
C 2.9731 5.9365 3.5067 -0.3396 0.2820 0.4300
C 1.5447 5.5299 3.1776 0.2750 -0.3783 -0.3088
C 1.4242 4.5662 1.9957 -0.3878 0.5170 -0.3719
I 2.4682 5.3123 0.2419 -0.3756 -0.0485 0.2434
Si -0.3553 4.2491 1.4985 0.1988 -0.9176 -0.7372
Cl -1.2203 5.9832 0.7966 0.0802 -0.2486 0.3360
Br -0.3377 2.7788 -0.2112 -0.1002 0.3375 0.5218
O -1.1875 3.5029 2.6995 -0.0386 1.3136 -0.4379
C -2.0011 4.2711 3.6178 -0.1336 -0.7031 0.6337
C -3.4631 3.8503 3.5371 -0.1789 -0.1188 -0.2676
C -3.5902 2.3315 3.3804 0.0518 -0.1885 0.2075
C -4.2906 4.5798 2.4748 -0.1520 -0.0251 0.4478
C -4.7944 5.9682 2.9265 -0.2888 0.2176 -0.5761
C -6.2913 5.9253 3.3058 0.0753 0.1963 0.0344
C -4.5430 7.0466 1.8450 0.5980 -0.3329 0.5022
H 3.6361 5.0786 3.5542 0.1336 -0.1135 -0.0977
H 3.3449 6.6678 2.7994 0.1806 -0.0517 -0.2122
H 2.9765 6.4176 4.4826 0.1030 0.0308 0.1384
H 0.9384 6.4137 2.9887 -0.0876 0.1295 0.0456
H 1.1247 4.9998 4.0324 -0.1812 0.0058 0.1640
H 1.8820 3.6059 2.2033 0.1957 -0.1475 0.0483
H -1.6571 4.0010 4.6151 0.2373 -0.0158 0.0870
H -1.8625 5.3478 3.5237 -0.0135 0.0973 -0.3089
H -3.9080 4.1022 4.4998 0.0572 0.1761 0.1833
H -2.6612 1.8048 3.5801 0.1401 -0.0069 0.0213
H -3.9062 2.0588 2.3790 0.0562 -0.0302 -0.2175
H -4.3309 1.9422 4.0739 -0.2004 -0.0457 0.0171
H -3.7575 4.6117 1.5272 0.2126 0.0849 -0.0856
H -5.1695 3.9648 2.3005 -0.0956 -0.1473 -0.2008
H -4.2482 6.2402 3.8286 0.1447 0.1387 0.0384
H -6.7595 4.9831 3.0407 -0.0485 -0.2355 0.1711
H -6.4372 6.1312 4.3616 -0.1175 -0.2124 0.2070
H -6.8606 6.6876 2.7832 -0.0180 0.1757 -0.1312
H -4.3893 6.5644 0.8860 -0.2775 0.1148 -0.3298
H -3.6177 7.5784 2.0577 0.1261 0.1016 -0.0301
H -5.3354 7.7828 1.7973 -0.1549 0.0706 -0.1026
C -4.5053 -1.3991 4.5757 -0.0211 0.0356 -0.0173
C -3.6274 -0.9089 5.5316 0.0256 0.0176 0.0000
C -3.4849 -1.5651 6.7469 0.0117 -0.0261 -0.0057
C -4.2165 -2.7168 7.0022 0.0169 -0.0056 -0.0048
C -5.0922 -3.2093 6.0436 -0.0059 -0.0003 0.0029
C -5.2389 -2.5485 4.8324 -0.0451 -0.0021 -0.0021
H -4.6149 -0.8872 3.6278 0.0043 -0.0006 -0.0048
H -3.0523 -0.0148 5.3273 -0.0016 0.0092 0.0110
H -2.8035 -1.1796 7.4944 0.0094 -0.0041 -0.0011
H -4.1029 -3.2315 7.9475 -0.0032 -0.0008 0.0049
H -5.6590 -4.1102 6.2405 -0.0105 0.0026 0.0046
H -5.9207 -2.9327 4.0849 0.0110 -0.0112 -0.0107
C -2.2556 -3.1556 2.1467 0.0016 0.0142 -0.0071
C -2.1821 -3.5618 0.8216 0.0002 -0.0030 -0.0100
C -2.4256 -4.8866 0.4860 -0.0086 -0.0158 -0.0281
C -2.7501 -5.8037 1.4762 -0.0056 0.0040 0.0031
C -2.8260 -5.3966 2.8013 0.0046 -0.0062 -0.0090
C -2.5756 -4.0736 3.1371 0.0271 -0.0021 0.0456
H -2.0641 -2.1226 2.4089 -0.0011 0.0036 0.0064
H -1.9344 -2.8438 0.0496 0.0079 0.0069 0.0028
H -2.3623 -5.2046 -0.5472 0.0112 -0.0036 -0.0012
H -2.9439 -6.8361 1.2144 0.0017 -0.0042 -0.0022
H -3.0809 -6.1113 3.5735 0.0075 -0.0021 0.0067
H -2.6320 -3.7559 4.1706 -0.0148 0.0089 0.0008
C -0.2932 -4.9280 -5.0723 0.0082 0.0266 -0.0283
C -0.1105 -4.1103 -3.9656 0.0278 0.0228 -0.0361
C -1.1799 -3.8273 -3.1282 -0.0094 -0.0092 0.0268
C -2.4301 -4.3695 -3.3931 -0.0195 0.0034 0.0176
C -2.6123 -5.1891 -4.4984 -0.0001 -0.0133 0.0053
C -1.5442 -5.4657 -5.3406 0.0054 -0.0165 0.0126
H 0.5410 -5.1471 -5.7268 -0.0038 0.0261 -0.0235
H 0.8669 -3.6947 -3.7544 0.0031 0.0038 -0.0009
H -1.0378 -3.1862 -2.2676 0.0103 -0.0037 0.0053
H -3.2638 -4.1537 -2.7366 -0.0066 0.0140 -0.0056
H -3.5868 -5.6133 -4.7028 -0.0059 0.0051 -0.0043
H -1.6858 -6.1025 -6.2041 0.0022 -0.0066 -0.0003
C 2.3062 -7.0706 -3.7224 -0.0045 -0.0233 0.0347
C 3.5170 -7.7475 -3.6796 0.0376 -0.0201 -0.0160
C 3.8676 -8.4738 -2.5501 -0.0101 -0.0015 0.0037
C 3.0022 -8.5296 -1.4657 0.0011 0.0079 0.0041
C 1.7901 -7.8549 -1.5100 0.0124 0.0019 0.0140
C 1.4432 -7.1217 -2.6370 -0.0393 -0.0150 0.0142
H 2.0356 -6.5027 -4.6020 0.0131 0.0014 -0.0118
H 4.1882 -7.7070 -4.5282 0.0003 0.0136 -0.0044
H 4.8148 -8.9968 -2.5146 -0.0028 -0.0129 -0.0053
H 3.2734 -9.0989 -0.5858 0.0011 0.0006 0.0051
H 1.1150 -7.8990 -0.6648 -0.0004 0.0100 0.0059
H 0.4997 -6.5911 -2.6708 -0.0049 -0.0010 -0.0139
C 4.5271 -3.3166 -7.0072 0.0008 -0.0043 -0.0025
C 5.7417 -3.9863 -6.9654 0.0293 -0.0016 -0.0452
C 6.0964 -4.7105 -5.8352 -0.0280 -0.0026 0.0057
C 5.2330 -4.7709 -4.7501 0.0339 -0.0020 0.0048
C 4.0171 -4.1028 -4.7934 -0.0376 0.0279 0.0055
C 3.6650 -3.3728 -5.9202 -0.0240 -0.0068 -0.0012
H 4.2512 -2.7499 -7.8879 -0.0037 -0.0024 -0.0060
H 6.4127 -3.9422 -7.8142 0.0097 0.0239 0.0048
H 7.0462 -5.2285 -5.8007 0.0034 -0.0034 -0.0046
H 5.5061 -5.3393 -3.8704 -0.0155 0.0030 0.0116
H 3.3431 -4.1527 -3.9474 0.0210 -0.0156 0.0206
H 2.7180 -2.8478 -5.9519 -0.0037 0.0014 0.0000
C 9.1027 -1.7089 -10.9167 0.0020 -0.0021 -0.0008
C 9.2809 -0.8865 -9.8129 0.0061 0.0046 -0.0021
C 8.2094 -0.6027 -8.9777 0.0069 -0.0059 0.0055
C 6.9608 -1.1470 -9.2432 -0.0264 0.0006 0.0089
C 6.7830 -1.9719 -10.3453 -0.0153 -0.0035 0.0057
C 7.8532 -2.2505 -11.1841 0.0043 -0.0140 0.0006
H 9.9381 -1.9281 -11.5690 0.0038 -0.0002 -0.0023
H 10.2561 -0.4664 -9.6033 0.0027 0.0070 -0.0034
H 8.3472 0.0417 -8.1193 0.0005 -0.0054 0.0090
H 6.1262 -0.9296 -8.5889 0.0043 0.0028 0.0110
H 5.8091 -2.3983 -10.5510 -0.0048 0.0044 -0.0082
H 7.7135 -2.8903 -12.0459 -0.0001 -0.0066 0.0001
C -9.6031 4.7771 6.9295 -0.0058 0.0047 0.0060
C -8.3057 4.5137 6.5139 0.0138 -0.0114 -0.0320
C -7.2304 5.0139 7.2347 0.0037 -0.0002 0.0018
C -7.4523 5.7719 8.3759 0.0122 0.0036 -0.0041
C -8.7499 6.0330 8.7933 -0.0038 0.0090 0.0062
C -9.8252 5.5385 8.0686 0.0009 -0.0031 0.0010
H -10.4415 4.3893 6.3656 -0.0021 -0.0036 -0.0021
H -8.1316 3.9186 5.6266 0.0003 0.0064 -0.0104
H -6.2183 4.8121 6.9068 0.0039 -0.0126 0.0038
H -6.6137 6.1589 8.9404 0.0012 0.0036 0.0035
H -8.9231 6.6229 9.6841 -0.0011 0.0067 0.0004
H -10.8370 5.7460 8.3919 -0.0035 -0.0034 0.0049
C 6.4810 4.7131 -1.7701 0.0012 -0.0014 0.0048
C 7.7791 4.4067 -2.1542 0.0004 0.0071 -0.0114
C 8.7156 4.0347 -1.1999 0.0023 -0.0060 0.0016
C 8.3520 3.9624 0.1376 0.0031 -0.0014 0.0045
C 7.0530 4.2666 0.5204 0.0044 0.0040 0.0081
C 6.1172 4.6451 -0.4322 -0.0426 0.0349 0.0070
H 5.7511 5.0048 -2.5150 -0.0013 -0.0031 -0.0021
H 8.0613 4.4577 -3.1980 0.0032 0.0064 -0.0024
H 9.7293 3.8004 -1.4986 0.0017 -0.0091 -0.0029
H 9.0816 3.6686 0.8814 0.0028 0.0004 0.0024
H 6.7690 4.2087 1.5638 -0.0014 0.0069 0.0012
H 5.1025 4.8856 -0.1302 0.3223 -0.0887 -0.0532
```
Positions in Å, forces in eV/Å.

Lowest unoccupied orbital energy (eV): 0.36
Electronic energy (hartree): -5948.24138
Orbital gap (eV): 9.48
Relative energy (zero: lowest compared OMol25 entry of this formula, charge and spin) (kcal/mol): 0.0
Charge: 0



[3]
The following is a quantum chemistry calculation of a 2-piece molecular cluster, C4H9Br2OP overall, from the Open Molecules 2025 dataset.

```
17
Properties=species:S:1:pos:R:3:forces:R:3
C 0.5583 -0.6501 -1.8932 -3.2754 -0.9336 -0.3195
C 0.9133 0.7985 1.7700 -2.1250 1.1083 1.4360
C 1.1747 -0.0508 -0.6370 0.5327 -2.0592 0.1566
C 0.5025 -0.1737 0.7148 -0.0550 -1.9594 0.7460
O -2.8308 -0.2376 1.7435 -0.2262 -0.4163 0.9833
P -2.1814 -0.1316 0.4477 1.8273 -0.0462 -0.8410
Br -3.1606 -1.5828 -1.0838 0.5807 0.5412 0.5781
Br -2.7091 1.8491 -0.3914 0.1085 0.2104 -0.3491
H 0.4418 -1.7520 -2.1251 0.3986 0.8731 1.3526
H -0.5312 -0.2695 -2.0340 1.7815 -0.3885 0.3083
H 1.0808 -0.3379 -2.7510 0.8398 0.8497 -1.0035
H 1.1313 1.8031 1.4172 0.2191 -0.0529 -0.2915
H -0.0243 0.9328 2.3937 0.7706 -0.0076 -0.4059
H 1.6387 0.5380 2.5816 -0.2317 -0.5125 -1.1616
H 1.3741 0.9632 -0.8776 -0.0122 1.1582 0.1275
H 2.2142 -0.5077 -0.5174 -1.0489 0.3886 0.2291
H 0.4078 -1.1912 1.2420 -0.0843 1.2465 -1.5454
```
Positions in Å, forces in eV/Å.

Lowest unoccupied orbital energy (eV): -1.76
Electronic energy (hartree): -5722.40760
Orbital gap (eV): 7.29
Relative energy (zero: lowest compared OMol25 entry of this formula, charge and spin) (kcal/mol): 29.6
Charge: 0



[4]
The following is a quantum chemistry calculation of a 2-piece molecular cluster, C6H6N2O overall, from the Open Molecules 2025 dataset.

```
15
Properties=species:S:1:pos:R:3:forces:R:3
C -1.9041 0.4787 0.6449 -1.9461 3.7044 -1.3255
C 1.5294 -0.3392 -0.0300 0.6043 -0.2144 0.3156
N -2.3321 0.5086 -0.5077 0.4236 -1.1600 1.0919
C -0.6582 -1.5144 0.2451 0.7705 -0.4864 -1.9748
C 0.6105 -1.2992 0.6005 -0.6432 -0.3567 0.0819
N 2.7599 -0.6621 -0.1018 0.0714 -0.1559 0.1539
C 1.0363 0.9450 -0.4293 0.0140 0.6873 -0.7068
C 0.7533 2.0305 -0.8603 -0.0292 -0.5879 0.3320
O -1.6334 0.7602 1.7444 0.3301 -1.2625 0.0203
H -2.7087 1.2823 -1.0232 -0.0083 0.2454 0.4177
H -1.0879 -1.0640 -0.7032 0.8472 -0.9155 1.5872
H 3.3537 0.0675 -0.4908 -0.2363 0.1106 -0.1154
H -1.2240 -2.2986 0.7251 -0.1400 0.0182 0.1337
H 1.0656 -1.8682 1.4014 -0.0129 0.0274 0.0969
H 0.4397 2.9730 -1.2152 -0.0450 0.3461 -0.1088
```
Positions in Å, forces in eV/Å.

SMILES: [H]/N=C(\C#C)C=C.N=C=O
Lowest unoccupied orbital energy (eV): -0.14
Electronic energy (hartree): -416.84184
Orbital gap (eV): 9.74
Relative energy (zero: lowest compared OMol25 entry of this formula, charge and spin) (kcal/mol): 82.7
Charge: 0



[5]
The following is a quantum chemistry calculation of a 8-piece molecular cluster, C7H17Cl14FNO5P2S overall, from the Open Molecules 2025 dataset.

```
48
Properties=species:S:1:pos:R:3:forces:R:3
O -0.1105 1.1992 -3.9698 0.1400 -0.0967 0.1644
P 0.3470 0.3011 -2.8909 -0.5733 0.3419 -0.4114
O 0.2463 0.9384 -1.4177 0.1269 0.4294 0.1168
O 1.9428 0.0374 -2.9411 0.0056 -0.0819 0.0040
P -0.5570 -1.7164 -2.8860 0.3862 -0.6643 -0.2882
N -2.0294 -1.6964 -3.6098 0.1363 0.1302 -0.1263
S -3.1641 -0.6714 -3.4670 -0.3479 0.1595 0.2541
O -4.4165 -1.2840 -3.1228 -0.0733 -0.0480 -0.0689
O -3.2014 0.3716 -4.4450 -0.0423 -0.0295 -0.1700
F -2.7731 0.1386 -2.1103 0.0331 0.0968 0.1607
H -0.2748 1.7579 -1.4794 0.0117 -0.2482 0.0325
H 2.1472 -0.3562 -3.8037 0.0356 0.0499 0.2878
H -0.8290 -1.6725 -1.4921 0.0555 0.1688 0.1252
C -0.4717 4.9403 -1.3839 -0.0096 -0.1226 -0.1063
Cl -1.4186 3.9845 -2.5200 0.0218 -0.0203 -0.0135
Cl -0.7366 4.4003 0.2878 0.0328 0.1191 0.0670
H 0.5799 4.8034 -1.6101 -0.0007 -0.0200 0.0126
H -0.7472 5.9834 -1.4698 -0.0610 -0.2513 0.1537
C -1.0481 1.7457 3.3402 -0.0639 0.0532 -0.1093
Cl -0.3621 1.1364 1.8421 0.0276 -0.0987 -0.0056
Cl -0.8801 0.5976 4.6868 -0.0098 0.0440 0.0443
H -0.5410 2.6617 3.6189 0.0379 -0.0214 0.0105
H -2.1062 1.9210 3.1855 -0.0075 -0.0104 0.0203
C -2.4149 -2.5601 3.1098 0.0452 0.0717 -0.0382
Cl -1.6001 -3.1624 1.6706 0.0309 -0.0202 -0.0230
Cl -2.2658 -3.6717 4.4886 -0.1239 -0.0704 -0.0456
H -1.9613 -1.6173 3.3932 0.0047 -0.0310 0.0087
H -3.4679 -2.4425 2.8868 -0.0085 -0.0256 0.0008
C 1.2763 8.8135 -1.4138 0.0013 0.0267 0.0074
Cl 2.1667 7.5203 -0.6046 -0.0016 -0.0177 0.0056
Cl -0.2309 8.2420 -2.1403 0.0193 0.3179 -0.1155
H 1.0306 9.5702 -0.6791 -0.0026 -0.0077 0.0104
H 1.8976 9.2172 -2.2035 0.0103 -0.0195 -0.0050
C 3.9663 -2.9932 -1.5342 -0.0487 0.0191 0.0947
Cl 3.7755 -2.4929 -3.2164 0.1430 -0.1624 -0.1354
Cl 2.5704 -2.5901 -0.5346 0.0655 0.0878 0.0211
H 4.0939 -4.0691 -1.5144 0.0082 -0.0068 -0.0456
H 4.8394 -2.4911 -1.1350 -0.0239 0.0196 0.0240
C 1.1793 -6.1231 -2.3665 -0.0082 -0.0483 0.1185
Cl 0.1951 -5.1057 -1.3154 -0.0956 -0.0861 -0.0091
Cl 1.3928 -5.4450 -3.9811 0.0096 0.0193 -0.0464
H 2.1567 -6.2313 -1.9103 0.0121 0.0030 -0.0158
H 0.6904 -7.0853 -2.4613 -0.0056 0.0054 -0.0259
C 0.2986 -3.0852 7.8310 0.0128 -0.0878 -0.0436
Cl -0.6357 -2.3893 9.1662 -0.0014 0.0064 0.0071
Cl 0.2328 -2.1051 6.3704 0.1290 0.0935 0.0749
H 1.3314 -3.1627 8.1477 -0.0006 0.0216 0.0147
H -0.1133 -4.0615 7.6045 -0.0330 0.0121 0.0071
```
Positions in Å, forces in eV/Å.

Lowest unoccupied orbital energy (eV): 1.89
Electronic energy (hartree): -8331.47233
Orbital gap (eV): 6.87
Charge: -1



[6]
The following is a quantum chemistry calculation of a single C3H7NO2 molecule, from the Open Molecules 2025 dataset.

```
13
Properties=species:S:1:pos:R:3:forces:R:3
C 0.4163 -0.1281 0.8485 0.3520 3.3164 -1.4774
C -0.1748 0.1129 -0.4770 0.4210 -0.5101 -0.5278
C 1.3645 0.9610 1.3544 0.9925 1.0318 -2.6397
N -1.8122 -1.1902 -1.6013 -0.0878 2.3596 0.5654
O -0.9393 0.3577 0.6366 -0.2757 -0.8109 0.8643
O -0.4521 -1.1360 -1.2228 0.8317 2.5969 0.7605
H 0.5038 -1.1117 1.1929 0.0405 -1.2694 0.5102
H 0.0911 1.1514 -0.9123 -0.4010 -2.3183 -0.6455
H 2.4484 0.7491 1.2119 -0.7550 -0.4994 0.5621
H 1.1088 1.2169 2.3213 -0.0712 0.2541 2.3683
H 1.3292 1.9930 0.8204 -0.6857 -1.8751 0.3333
H -1.9962 -2.1352 -1.6359 -0.5232 -2.5013 0.0279
H -1.8876 -0.8408 -2.5367 0.1619 0.2256 -0.7016
```
Positions in Å, forces in eV/Å.

SMILES: C[C@H]1O[C@@H]1ON
Lowest unoccupied orbital energy (eV): 1.13
Electronic energy (hartree): -323.60538
Orbital gap (eV): 10.67
Relative energy (zero: lowest compared OMol25 entry of this formula, charge and spin) (kcal/mol): 110.2
Charge: 0



> Which value of electronic energy does entry 1 give?

-302.57036 hartree